Density functional theory data (ωB97M-V with the def2-TZVPD basis set) for a molecular structure, C38H69FeO25P4 at a distorted geometry.

* orbital gap (spin up / spin down): 6.494 / 6.479 eV
* charge: -2
* 2S+1: 6
* <S²>: 8.7580
* highest occupied orbital energy (spin up / spin down): -2.61 / -2.60 eV
* E_LUMO (spin up / spin down): 3.9 / 3.9 eV

The geometry in XYZ format:
```
137
Properties=species:S:1:pos:R:3:forces:R:3:mulliken_spin:R:1
Fe -0.283 0.066 -1.016 -0.3 0.9 1.2 4.39
C -1.522 -1.861 1.508 -0.8 0.2 0.3 0.01
C -0.321 -1.235 1.726 -2.5 -1.7 -0.7 -0.02
C 0.402 -1.594 2.947 2.5 1.5 0.8 -0.01
O 1.500 -0.978 3.130 -0.4 -0.5 0.0 0.00
C -0.092 -2.512 3.843 1.1 -0.2 1.6 0.00
C -1.364 -3.006 3.798 -3.4 -1.9 1.2 0.00
C -2.160 -2.611 2.571 -1.8 -0.7 -2.9 -0.01
O -3.321 -3.043 2.336 1.4 0.6 1.1 0.01
O -2.004 -3.740 4.617 1.7 1.2 -0.8 0.00
O 0.194 -0.456 0.898 1.4 1.6 -1.5 0.09
H -2.131 -1.645 0.599 0.7 -0.4 1.0 0.01
H 0.489 -2.645 4.751 0.1 -0.2 -0.1 0.00
C -0.061 1.659 -6.154 0.4 0.8 0.9 0.00
C -0.692 0.857 -5.215 1.8 0.7 0.3 0.00
C -0.433 1.199 -3.747 0.6 1.5 -0.2 -0.02
O -0.796 0.328 -2.882 -0.7 -0.5 -0.2 0.09
C 0.121 2.423 -3.413 0.1 -0.1 -0.8 0.02
C 0.752 3.318 -4.368 -1.1 0.5 0.1 -0.01
C 0.650 2.877 -5.857 -1.1 -0.6 0.0 0.00
O 0.955 3.656 -6.744 0.8 0.7 -0.4 0.00
O 1.129 4.458 -4.080 0.2 -1.0 -0.1 0.01
O -1.345 -0.155 -5.473 -1.1 -1.1 -0.4 0.00
H -0.340 1.543 -7.170 0.0 -0.3 -0.9 0.00
H 0.027 2.784 -2.413 0.3 -0.1 0.4 0.03
C 0.665 4.057 0.331 -0.9 -1.8 1.4 0.01
C 0.934 2.629 -0.151 2.0 -0.1 0.1 -0.01
O -0.103 1.847 -0.577 -0.7 0.8 0.2 0.23
H -0.139 3.985 1.149 1.0 0.8 -1.2 0.00
H 0.400 4.566 -0.576 -0.5 0.9 0.1 0.00
H 1.653 4.373 0.715 -0.7 0.3 0.0 0.00
H 1.508 2.071 0.607 -0.2 0.2 -0.1 0.01
H 1.670 2.882 -0.947 -0.1 -0.9 -0.3 0.01
C 0.854 -2.269 -6.202 -0.4 0.1 0.0 0.00
C -0.210 -2.834 -5.241 0.0 0.1 -1.7 0.00
O 0.067 -2.293 -3.966 -1.0 0.0 1.6 0.00
P -0.978 -2.499 -2.778 0.6 -2.4 -2.1 0.03
O -0.618 -1.831 -1.553 0.9 0.8 2.0 0.04
O -2.479 -2.377 -3.144 0.9 -0.6 0.3 0.01
C -3.243 -1.260 -3.549 -1.0 1.1 -0.8 0.00
C -4.518 -1.920 -4.027 0.5 -1.0 -2.3 0.00
O -0.884 -4.104 -2.530 -0.1 0.9 -0.5 0.00
C -1.849 -4.463 -1.516 1.3 0.3 1.5 0.00
C -1.392 -5.681 -0.738 -0.6 -1.3 -1.5 0.00
H 1.861 -2.312 -5.764 -0.3 -0.1 0.0 0.00
H 0.874 -2.841 -7.135 -0.1 0.0 0.1 0.00
H 0.577 -1.217 -6.444 0.3 -0.7 0.3 0.00
H -1.177 -2.496 -5.611 -0.1 0.3 0.2 0.00
H -0.307 -3.924 -5.223 0.7 -0.1 0.3 0.00
H -3.554 -0.574 -2.737 0.9 -0.5 0.1 0.00
H -2.632 -0.716 -4.327 -1.0 -0.4 0.7 0.00
H -5.169 -2.274 -3.243 -0.1 0.1 0.2 0.00
H -5.036 -1.246 -4.707 -0.4 0.1 0.2 0.00
H -4.247 -2.829 -4.669 -0.3 1.1 0.8 0.00
H -1.854 -3.628 -0.823 -0.4 0.1 0.4 0.00
H -2.789 -4.519 -1.977 -1.4 -0.5 -0.5 0.00
H -0.339 -5.536 -0.514 0.1 -0.2 0.2 0.00
H -1.972 -5.850 0.185 0.2 0.3 -0.4 0.00
H -1.529 -6.597 -1.412 0.4 1.0 1.0 0.00
C -2.531 2.945 2.789 0.7 1.2 -1.1 0.00
C -2.406 1.495 2.450 1.1 -0.2 -1.1 0.00
O -3.520 0.991 1.702 -1.3 0.4 -0.2 0.00
P -3.512 0.942 0.145 2.1 0.8 -2.0 0.01
O -2.350 0.186 -0.440 -0.8 0.7 0.3 0.00
O -4.851 0.283 -0.227 -1.9 -0.8 0.9 0.00
C -5.407 -0.877 0.520 1.0 -0.7 -1.1 0.00
C -5.934 -1.843 -0.565 -1.4 1.9 0.7 0.00
O -3.625 2.415 -0.540 -0.3 -1.0 1.8 0.00
C -3.090 2.607 -1.895 -1.1 0.7 0.9 -0.01
C -3.076 4.098 -2.234 0.0 -0.1 1.8 0.00
H -1.516 3.262 3.061 -0.2 0.0 0.6 0.00
H -2.727 3.625 1.912 -0.3 -0.9 0.7 0.00
H -3.222 3.107 3.602 -0.2 0.3 0.2 0.00
H -1.552 1.332 1.740 -0.1 0.0 1.3 0.00
H -2.376 0.913 3.377 0.3 -0.2 -0.5 0.00
H -4.658 -1.353 1.161 0.4 0.1 -0.4 0.00
H -6.180 -0.580 1.240 -0.1 0.4 -0.7 0.00
H -5.331 -2.205 -1.378 0.8 0.9 -0.2 0.00
H -6.131 -2.747 -0.091 -0.8 -1.7 1.3 0.00
H -6.911 -1.410 -0.907 0.9 -0.6 -0.2 0.00
H -2.173 2.063 -1.827 0.7 0.2 -1.0 0.01
H -3.848 2.166 -2.521 0.1 -0.6 -0.6 0.00
H -4.016 4.601 -1.978 -0.1 -0.4 0.1 0.00
H -2.298 4.668 -1.734 0.3 -0.2 0.2 0.00
H -2.933 4.245 -3.261 0.3 0.0 -1.7 0.00
C 2.493 -4.154 0.569 -0.8 1.2 0.1 0.00
C 1.785 -3.028 -0.181 0.5 -0.5 -0.1 0.00
O 2.431 -2.682 -1.424 0.7 -0.1 -1.2 0.00
P 2.746 -1.195 -1.786 0.3 0.4 2.3 0.02
O 1.647 -0.241 -1.484 0.3 0.0 -0.1 0.03
O 4.031 -0.787 -0.936 -0.1 -0.3 -0.7 0.00
C 4.148 -0.093 0.317 0.2 0.9 -0.1 0.00
C 4.485 -1.113 1.382 0.8 1.6 0.4 0.00
O 3.231 -1.185 -3.239 -0.1 -0.4 -0.2 0.00
C 2.792 -0.012 -4.050 1.8 -1.4 -0.3 0.00
C 4.090 0.799 -4.317 -2.5 0.4 0.4 0.00
H 3.510 -3.910 0.771 0.9 0.3 0.3 0.00
H 1.920 -4.098 1.507 0.3 -0.8 0.0 0.00
H 2.503 -5.122 0.077 -0.5 -0.1 0.0 0.00
H 0.830 -3.415 -0.497 -0.6 0.4 0.3 0.00
H 1.730 -2.101 0.406 -0.4 -0.5 0.1 0.01
H 5.006 0.609 0.168 -0.6 -0.5 0.1 0.00
H 3.262 0.527 0.514 0.1 -0.5 -0.2 0.00
H 5.369 -1.584 0.954 0.0 -0.7 0.5 0.00
H 4.769 -0.589 2.339 -0.3 -0.6 -0.9 0.00
H 3.647 -1.753 1.571 -0.2 -0.5 0.2 0.00
H 2.480 -0.557 -4.945 -0.1 0.9 -0.1 0.00
H 1.933 0.393 -3.525 0.4 0.8 -0.4 -0.01
H 4.604 1.229 -3.475 0.0 -0.3 0.7 0.00
H 4.748 0.274 -4.950 0.8 -0.8 -0.6 0.00
H 3.713 1.634 -4.859 -0.1 1.0 -0.8 0.00
C 2.639 1.923 2.849 0.7 0.0 -0.1 0.00
C 1.240 2.115 3.374 0.3 -0.6 -0.3 0.00
O 1.377 3.129 4.375 -0.5 0.7 0.4 0.00
P 1.242 2.902 5.930 2.7 -0.9 -2.2 0.00
O -0.086 3.097 6.422 -1.9 0.9 1.5 0.00
O 1.801 1.419 6.132 0.3 1.1 0.4 0.00
C 0.815 0.403 6.230 -1.3 -0.5 0.2 0.00
C 1.290 -0.646 7.173 0.2 -1.1 -0.1 0.00
O 2.415 3.831 6.468 -0.8 -0.1 0.4 0.00
C 3.741 3.989 5.959 0.0 0.4 0.0 0.00
C 4.679 2.859 6.275 0.4 0.1 -0.8 0.00
H 2.509 1.275 2.003 0.3 -0.2 -0.4 0.00
H 3.013 2.940 2.518 0.0 -1.2 0.4 0.00
H 3.340 1.349 3.556 -1.1 1.2 -0.7 0.00
H 0.551 2.502 2.582 0.6 -0.3 0.7 0.00
H 0.890 1.122 3.726 -0.1 0.9 0.0 0.00
H -0.145 0.849 6.599 0.8 -0.5 -0.5 0.00
H 0.703 -0.048 5.246 -0.2 0.0 -0.1 0.00
H 2.308 -0.969 6.878 -0.5 0.0 0.2 0.00
H 1.293 -0.276 8.189 0.1 0.0 0.4 0.00
H 0.598 -1.516 7.112 0.5 0.5 0.1 0.00
H 3.755 4.178 4.883 -0.4 0.1 0.0 0.00
H 4.099 4.882 6.479 -0.1 0.0 -0.2 0.00
H 4.480 1.980 5.636 -0.1 0.2 0.8 0.00
H 5.671 3.236 5.955 -0.2 -0.3 0.4 0.00
H 4.663 2.690 7.352 0.1 -0.5 -0.2 0.00
```
Positions in Å, forces in eV/Å.